[1]
Molecular formula: C36H47HfN5P2
Method: DFT, ωB97M-V/def2-TZVPD

Maximum force = 8.6 eV Å⁻¹
Relative energy (zero: lowest compared OMol25 entry of this formula, charge and spin) = 89.7 kcal per mole
Total charge = +2
Total energy = -2403.45628 hartree
HOMO energy = -12.553 eV

XYZ file:
```
91
Properties=species:S:1:pos:R:3:forces:R:3:mulliken_charge:R:1
Hf -0.19595 -2.11372 0.46075 0.4610 1.5365 5.2762 0.754
C -1.16412 3.19209 2.92382 0.9124 -0.5226 -0.9505 -0.847
C -1.65016 2.24490 2.10954 0.3451 -0.7315 1.1163 -0.387
C -1.17792 1.81731 0.73074 -0.7175 -0.5358 -0.1532 -0.755
C 0.15554 1.02969 0.48687 0.1807 1.4260 -0.4775 1.837
C 1.27095 1.11003 1.48183 0.6448 -0.7940 1.2343 -0.222
C 1.63896 2.20713 2.18218 -0.4326 -1.0107 -0.9563 -0.534
C 1.21925 3.56394 1.74512 -0.4321 0.2777 0.1959 -0.792
C -0.03359 4.11768 2.50135 0.2826 0.5153 0.3398 -0.807
C 1.58825 -2.55261 1.62238 0.2810 -0.3764 -0.3567 -1.236
H -1.49945 3.29512 3.97317 -0.1970 -0.0277 -0.9009 0.390
H -2.42682 1.59668 2.51598 0.0152 0.1612 -0.0541 0.430
H -1.22395 2.64512 0.01515 0.3778 0.0711 0.1081 0.565
H -1.96490 1.14669 0.34385 0.2405 0.4317 0.2649 0.101
H -0.13911 -0.14690 0.09378 0.4862 1.8730 0.6164 -1.333
H 0.59589 1.47155 -0.42368 -0.3969 -0.8487 -0.5036 0.478
H 1.87869 0.19733 1.57944 -0.5167 0.2591 0.4504 0.428
H 2.28356 2.13068 3.06517 0.2001 -0.1796 -0.6746 0.460
H 1.08634 3.56235 0.64844 -0.1391 0.0638 0.4457 0.245
H 2.07634 4.23819 1.94018 -0.5624 -0.1584 -0.1266 0.539
H 0.36132 4.55784 3.43850 -0.3791 0.2769 -0.6693 0.336
H -0.46501 4.88134 1.82518 0.2307 0.0784 0.7374 0.411
H 1.98406 -1.97064 2.50223 -0.7082 -0.4171 -0.9776 0.293
H 2.40130 -2.64814 0.86707 -0.1569 -0.1523 0.3424 0.482
H 1.36322 -3.58786 2.00684 0.1108 0.5349 -0.2227 0.581
P 1.47993 -1.28586 -1.78961 4.8070 1.2727 -7.0124 0.557
P -2.14622 0.05159 -1.93649 -1.5540 2.2436 -4.2499 0.384
N 2.86257 -0.08328 -2.30326 -0.3096 -0.9113 1.8123 0.468
N 2.21548 -2.48156 -3.12139 -0.8888 0.0767 1.8667 0.482
N -2.12842 1.50093 -3.38653 0.0739 -0.9628 0.8740 0.524
N -3.55962 -0.70950 -2.57955 -0.6677 -0.9932 0.6855 0.447
C 0.39387 -0.42485 -2.96306 -1.1193 0.0525 0.2066 -0.896
C -1.00758 -1.01480 -2.86655 0.5245 -0.3095 -0.4339 -2.542
C 4.12566 -0.18792 -1.73698 0.8163 0.8924 -0.3377 -0.685
C 5.04928 0.52637 -2.50459 -0.9322 -0.7724 0.5783 -0.647
C 4.34673 1.04362 -3.63432 -1.3846 -0.8761 0.6368 -0.741
C 3.02014 0.62700 -3.50182 0.2936 0.6571 -0.3444 -0.363
C 2.72531 -3.72213 -2.77354 -0.0695 -1.0485 -0.7731 -0.464
C 3.07017 -4.43417 -3.92576 -0.4027 0.7760 0.8563 -0.613
C 2.78346 -3.58695 -5.03945 -0.2905 0.9867 1.3739 -0.618
C 2.31595 -2.37871 -4.50926 -0.4332 -0.5448 -0.5211 -0.327
C -2.30537 2.87432 -3.27225 0.3006 0.8460 -0.2415 -0.796
C -1.97750 3.52050 -4.47378 0.1846 -1.0667 0.9022 -0.643
C -1.51853 2.50788 -5.37230 -0.7605 -1.0927 1.0700 -0.736
C -1.72874 1.29079 -4.70828 1.0057 0.1139 -0.4103 -0.366
C -4.65112 -0.14778 -3.25125 -0.1757 -0.9521 -0.7017 -0.318
C -5.22266 -1.11981 -4.05613 0.9249 0.2473 0.7362 -0.650
C -4.48614 -2.34417 -3.86747 0.3619 0.5828 1.1235 -0.556
C -3.55469 -2.09299 -2.88013 -0.4401 0.2460 -1.1531 -0.391
H 0.72972 -0.54502 -4.00625 0.1355 -0.0240 0.8126 0.073
H 0.38806 0.65381 -2.75357 0.0879 -0.2032 0.0204 1.048
H -1.37711 -1.28646 -3.87133 -0.1004 0.0791 0.6980 0.707
H -0.96988 -1.97022 -2.30351 -0.0378 -0.2666 -0.1242 1.166
H 4.24097 -0.72322 -0.80813 0.1945 0.0197 0.0249 0.422
H 6.10312 0.65024 -2.28366 -0.2537 -0.0834 -0.0019 0.451
H 4.73702 1.63050 -4.46501 -0.1727 -0.2118 0.3675 0.455
H 2.19058 0.83688 -4.16428 0.2456 0.0405 0.1963 0.564
H 2.79198 -3.99751 -1.73314 0.0836 -0.1371 0.0235 0.343
H 3.48493 -5.43505 -3.96587 -0.0866 0.2522 0.1024 0.429
H 2.90114 -3.82319 -6.09323 0.1046 0.2290 0.3237 0.448
H 2.06800 -1.47811 -5.05217 0.0087 -0.1379 0.1386 0.370
H -2.65160 3.32084 -2.34966 0.0143 -0.0995 -0.0739 0.504
H -2.04965 4.57859 -4.70482 0.0163 -0.2482 0.3322 0.439
H -1.09007 2.62332 -6.37267 -0.5444 -0.0829 0.4350 0.450
H -1.62940 0.29591 -5.12872 0.0619 0.1878 0.1617 0.474
H -4.92663 0.88183 -3.10889 0.1383 0.0892 -0.1058 0.438
H -6.07486 -1.00412 -4.70007 -0.0476 0.1823 -0.0457 0.470
H -4.59143 -3.29062 -4.38777 -0.2878 0.2061 0.2845 0.456
H -2.86894 -2.78136 -2.40696 -0.0218 0.1091 -0.1919 0.270
C 1.05735 1.67762 6.50099 0.0632 0.3309 0.3093 -1.037
N 0.56096 0.42734 5.97263 -0.5131 -0.1150 -0.8734 0.200
C 0.98385 -0.72343 6.73387 -0.1517 -0.2231 0.1045 -1.075
C 0.37510 0.26723 4.52546 0.5330 0.6148 0.7071 0.788
C -0.73437 -0.71244 4.14211 0.2747 0.6313 0.0663 0.120
C -1.67479 -0.92888 5.17787 -0.0124 -0.4467 -0.5744 -0.665
C -2.66638 -1.91851 5.08136 0.4050 0.3566 -0.7536 -1.053
C -2.68294 -2.65502 3.90938 -0.3353 -0.6892 -0.6474 -1.072
C -1.80188 -2.36793 2.82543 0.0191 0.5039 0.4745 -0.434
C -0.83257 -1.37536 2.84814 -0.5652 -0.6748 -0.1577 1.869
H 2.12017 1.61497 6.80674 -0.2507 0.1303 -0.3347 0.339
H 0.49364 1.93837 7.41510 0.2010 0.0288 -0.3362 0.347
H 0.92876 2.49605 5.78281 0.0403 -0.1638 0.1163 0.275
H 0.11017 -1.29663 7.07016 0.2550 -0.1340 0.1039 0.315
H 1.61767 -1.40434 6.14538 0.0742 0.0997 0.1141 0.286
H 1.53340 -0.38489 7.62678 -0.1752 -0.2871 -0.3778 0.452
H 0.12840 1.26821 4.13238 0.1070 -0.4846 0.0207 -1.346
H 1.31894 -0.04967 4.04206 -0.1257 -0.0512 -0.0816 0.437
H -1.61836 -0.34712 6.11218 0.3273 -0.2057 -0.7698 0.602
H -3.38926 -2.07683 5.89816 0.4737 -0.0667 -0.6039 0.420
H -3.38916 -3.47112 3.78813 0.0583 0.1020 -0.0006 0.413
H -1.90928 -3.02898 1.94045 -0.2355 -0.3716 -0.5308 -0.085
```
Positions in Å, forces in eV/Å.

[2]
Molecular formula: C36H47N11
Method: DFT, ωB97M-V/def2-TZVPD

Maximum force = 11.6 eV Å⁻¹
Relative energy (zero: lowest compared OMol25 entry of this formula, charge and spin) = 442.1 kcal per mole
Total energy = -2001.40745 hartree
HOMO energy = -6.814 eV

XYZ file:
```
94
Properties=species:S:1:pos:R:3:forces:R:3:mulliken_charge:R:1
C -14.83286 25.16258 9.18065 -0.4774 0.8049 0.6479 -1.048
C -14.21513 25.01871 10.47704 0.5833 -0.5332 -0.3692 0.687
N -13.66362 24.96580 11.47813 0.1899 -0.8156 -1.6039 -0.596
H -14.08498 24.92414 8.42440 -0.2654 0.3563 -0.1727 0.322
H -15.17685 26.19501 9.24280 0.0424 0.2857 -0.9621 0.423
H -15.69565 24.49876 9.12529 0.2593 0.5602 -0.1979 -0.176
C -15.45495 26.85352 16.42778 -0.9991 1.8260 -0.7013 -2.361
C -16.06014 26.51246 15.12876 0.6086 -0.9845 -0.0549 1.624
N -16.50797 26.20876 14.10302 4.0901 -0.2605 5.9664 0.376
H -16.31594 26.85164 17.09622 -0.1144 0.7757 -0.0166 0.550
H -15.01312 27.84725 16.35448 0.0081 -0.0625 0.1776 0.468
H -14.87788 26.10123 16.96550 0.6113 1.3589 -1.6761 0.461
C -12.48137 23.87013 13.71689 -1.2088 -0.8066 0.9563 -1.718
C -13.70493 23.15075 14.14849 0.3497 -1.5637 -0.0608 0.896
N -14.60012 22.49832 14.50186 10.9279 3.9718 0.2604 -0.047
H -11.97589 23.99309 14.67474 0.5454 0.4361 -0.2854 0.521
H -12.77365 24.77092 13.17722 0.4129 -0.1509 0.6506 0.359
H -11.94253 23.20812 13.03904 0.0729 0.0356 0.0995 0.374
C -15.86828 24.14293 13.19474 -2.5772 1.1431 0.3194 -0.624
C -17.29256 24.58270 12.99961 7.0596 -2.4902 1.1084 1.160
N -18.33897 24.93845 12.82824 1.8245 -1.0827 1.3056 -0.541
H -15.58551 24.37570 14.22136 -0.4743 -0.0813 -0.9504 1.474
H -15.17314 24.65480 12.52926 -0.8790 -0.3953 0.1594 0.487
H -15.82924 23.07804 12.96542 -0.5522 3.6689 1.1316 -1.289
N -13.82036 21.98558 10.12167 -2.0466 -1.0368 3.0564 0.138
C -14.13829 21.63837 11.46660 1.0972 0.4135 0.9867 -1.741
C -15.38709 22.12035 11.93120 4.1010 -4.0521 -4.7858 0.742
C -15.87882 22.63182 10.72875 -1.4573 0.4088 -1.4354 1.776
C -15.00188 22.51926 9.66592 0.0484 -0.8312 0.1426 -2.047
H -12.97891 21.63133 9.68975 -0.5154 0.2359 -0.2934 0.231
H -13.34193 21.19018 12.04222 0.0185 -0.1187 0.1009 0.548
H -15.83562 21.99627 12.90578 -0.0092 -2.8107 -1.4513 0.451
H -16.86296 23.06651 10.63442 0.6513 -0.3996 -0.1511 0.009
H -15.16126 22.70580 8.61416 -0.0056 -0.0093 0.2141 0.581
N -22.46941 23.68573 12.05793 -0.1095 0.4882 -0.4698 0.024
C -21.69880 24.83586 11.88565 -0.8111 -0.4538 0.5983 -1.131
C -20.51983 24.65817 12.57050 -3.6071 0.2125 -1.2512 0.147
C -20.50046 23.31471 12.95526 -1.2576 -0.6403 2.5422 0.509
C -21.76116 22.75852 12.76039 0.9854 0.5740 -0.2781 -0.463
H -23.38391 23.47741 11.68325 0.2564 0.3975 -0.0381 0.195
H -22.04322 25.68857 11.31939 -0.2168 -0.1061 0.1371 0.445
H -19.67238 25.31401 12.70506 -3.5385 -0.2782 -0.2354 0.418
H -19.67854 22.83768 13.46837 -0.3436 0.0096 -0.0065 -0.485
H -22.20756 21.80413 12.99756 0.2545 -0.0021 -0.0476 0.365
N -12.18272 28.20912 13.21646 -0.6619 0.8317 -0.0988 0.031
C -13.22931 28.94520 13.76214 0.4524 -0.5172 -0.0164 -1.383
C -14.40220 28.20043 13.62377 2.3998 2.7895 1.5210 -0.361
C -14.02563 27.02013 13.01935 -0.8476 -1.4743 -0.9205 2.090
C -12.72128 27.08254 12.68162 1.4047 -0.2710 -0.0091 -1.336
H -11.20586 28.46536 13.20304 -0.3843 0.0818 -0.1316 0.202
H -13.00103 29.90175 14.20857 -0.2880 -0.0361 -0.0020 0.422
H -15.35844 28.59326 13.93634 1.9598 0.4977 0.1945 0.523
H -14.56257 26.10678 12.80982 -0.2796 1.3774 0.2352 0.139
H -12.20571 26.39213 12.03052 0.4177 0.3308 0.4695 0.461
N -18.61188 23.67470 10.80224 -1.0823 -2.3208 -3.8891 0.617
C -19.34398 22.46089 10.72656 0.8311 1.4854 -1.9418 -0.794
C -19.57417 22.18182 9.36015 0.3544 0.7771 1.4657 -0.926
C -18.92430 23.17290 8.58186 1.5643 1.9135 2.3062 -1.249
C -18.26437 24.08732 9.52178 -2.9193 -2.3436 -1.5086 -0.477
H -18.45462 24.26280 11.60815 -0.4733 -0.9131 -1.0425 -0.018
H -19.66695 21.96625 11.63068 0.2126 -0.0038 -0.7232 0.644
H -20.27026 21.44118 8.99502 0.3287 -0.2323 0.0207 0.442
H -18.92123 23.28913 7.50813 0.0568 -0.1038 0.0669 0.466
H -17.67366 24.96243 9.29457 -0.3001 0.0896 0.3012 0.890
N -15.42614 24.74366 17.93058 -0.9244 -1.7448 1.1536 0.063
C -15.39895 24.28365 16.64572 -1.0307 -2.0940 -0.2773 -1.099
C -16.71705 24.21054 16.18715 1.7519 0.3658 -0.2151 1.546
C -17.55291 24.72247 17.19393 -0.2896 -0.7098 0.3627 -1.087
C -16.73743 24.94798 18.24648 -0.0283 0.4342 2.1532 -1.264
H -14.67882 24.89932 18.59192 -0.0502 -0.3851 -0.3359 0.223
H -14.50642 23.90921 16.16660 -0.1704 0.4940 0.4107 0.528
H -16.97350 23.92368 15.17802 0.3006 0.5545 1.4594 -0.616
H -18.62600 24.81858 17.26901 0.0701 -0.1249 -0.3823 0.524
H -17.01843 25.12574 19.27403 0.0726 0.4181 -0.0641 0.438
N -16.76266 20.21155 15.04613 0.3478 0.6949 0.3707 -0.096
C -16.61554 21.55946 14.74929 -3.5239 -2.9258 -0.3783 0.566
C -17.85690 22.12438 14.71185 -0.0816 -0.8313 -0.2321 0.067
C -18.77404 21.12244 15.05935 -0.7835 -2.2096 -0.0996 -1.675
C -18.06817 19.93080 15.29064 -0.4316 1.2143 -0.0782 -0.792
H -16.00375 19.55455 15.15794 -0.1472 0.2560 -0.0040 0.224
H -15.65493 21.94889 14.44602 -3.2814 -1.7712 0.8564 -0.526
H -17.98467 23.15316 14.40904 -0.9780 -0.9779 0.0712 1.026
H -19.83836 21.03177 14.89997 -0.1901 0.7071 0.5172 0.414
H -18.37052 18.98366 15.71243 -0.1561 0.0370 -0.3104 0.400
N -17.96540 27.11114 12.94102 -1.8013 3.2410 -2.4190 0.170
C -18.96734 27.40847 12.07384 0.0741 2.4509 0.9081 -0.391
C -18.85608 28.82082 11.84605 -0.8051 -1.9831 -0.7059 -1.191
C -17.65749 29.28404 12.41526 0.2524 -2.0856 0.5262 -0.944
C -17.10978 28.12549 13.06699 -1.3249 3.2073 -0.1586 -0.032
H -17.85577 26.20165 13.36634 -0.7104 2.1475 -0.2715 -0.184
H -19.66229 26.60434 11.88195 -0.3113 1.0386 -0.5768 0.476
H -19.61567 29.38452 11.32485 0.2432 0.1162 -0.2468 0.387
H -17.25865 30.27759 12.27319 0.1601 -0.1308 0.3217 0.467
H -16.30626 27.96374 13.77028 -2.5307 0.6411 -1.7193 -0.498
```
Positions in Å, forces in eV/Å.